Entry w
2 unconnected molecules or ions with the total composition C3H7NO2. Source: OMol25; level of theory: the ωB97M-V functional and the def2-TZVPD basis.

The geometry in XYZ format:
```
13
C3H7NO2 | OMol25 | the ωB97M-V functional and the def2-TZVPD basis
O -2.017 -1.574 0.225
O 0.205 -1.267 -0.152
N 1.118 1.852 -0.951
C -1.005 -1.824 -0.341
C 0.425 1.605 0.142
C 1.124 1.106 1.237
H 0.612 0.522 1.994
H 2.073 2.185 -0.867
H -0.940 -2.650 -1.057
H -0.540 2.097 0.066
H 0.656 2.271 -1.753
H 0.661 -0.590 0.354
H 2.203 1.022 1.293
```

The expectation value of S² is 0.765. Its total charge is +1. The calculation puts the frontier orbital gap (alpha / beta) at 8.94 / 5.92 eV. Its spin multiplicity is 2. The HOMO energy (alpha / beta) is -14.32 / -14.29 eV.



Entry x
2 unconnected molecules or ions with the total composition C3H7NO2. Source: OMol25; level of theory: the ωB97M-V functional and the def2-TZVPD basis.

The geometry in XYZ format:
```
13
C3H7NO2 | OMol25 | the ωB97M-V functional and the def2-TZVPD basis
O 1.085 -2.673 -0.546
O 0.749 -1.297 1.176
N -1.189 0.342 -0.593
C -0.321 1.319 -0.794
C -0.166 2.407 0.066
C 0.833 -2.524 0.613
H 0.665 -3.375 1.273
H 0.153 3.387 -0.268
H -1.226 0.072 0.393
H 0.611 -0.683 0.447
H -1.078 -0.453 -1.227
H -0.479 2.292 1.098
H 0.362 1.186 -1.637
```

The expectation value of S² is 0.760. Its total charge is +1. The calculation puts the frontier orbital gap (alpha / beta) at 9.42 / 6.45 eV. Its spin multiplicity is 2. The HOMO energy (alpha / beta) is -14.67 / -14.67 eV.



entry x comes first in stability; the runner-up is 0.0287 hartree higher.



Entry w
CH3NSSi in the gas phase. Source: OMol25; level of theory: the ωB97M-V functional and the def2-TZVPD basis.

The geometry in XYZ format:
```
7
CH3NSSi | OMol25 | the ωB97M-V functional and the def2-TZVPD basis
S 1.173 -2.270 0.010
Si 0.846 -0.017 0.004
N 3.502 0.964 -0.046
C 2.414 0.689 0.043
H -0.192 -0.116 -1.130
H 0.087 -1.935 0.206
H 0.174 0.048 1.276
```

The calculation puts the frontier orbital gap at 9.31 eV. Its spin multiplicity is 1. Its SMILES is N#C[SiH2]S. The HOMO energy is -9.59 eV.



Entry x
2 unconnected molecules or ions with the total composition CH3NSSi. Source: OMol25; level of theory: the ωB97M-V functional and the def2-TZVPD basis.

The geometry in XYZ format:
```
7
CH3NSSi | OMol25 | the ωB97M-V functional and the def2-TZVPD basis
S -3.790 0.073 0.238
Si 1.766 0.003 -0.023
N -0.978 -0.046 -0.014
C -2.130 -0.026 0.086
H 2.002 -1.442 0.065
H 1.240 0.511 -1.450
H 1.890 0.925 1.098
```

The calculation puts the frontier orbital gap at 4.57 eV. Its spin multiplicity is 1. The HOMO energy is -7.41 eV.



entry w comes first in stability; the runner-up is 0.0673 hartree higher.



Entry w
C2H3BrO in the gas phase. Source: OMol25; level of theory: the ωB97M-V functional and the def2-TZVPD basis.

The geometry in XYZ format:
```
7
C2H3BrO | OMol25 | the ωB97M-V functional and the def2-TZVPD basis
Br -0.373 -0.366 2.268
O -1.324 1.319 0.352
C -0.528 0.495 0.397
C 0.456 -0.202 -0.658
H 1.470 -0.230 -0.232
H 0.003 -1.326 -0.551
H 0.296 0.308 -1.577
```

The calculation puts the frontier orbital gap at 10.86 eV. Its spin multiplicity is 1. Its SMILES is CC(=O)Br. The HOMO energy is -10.19 eV.



Entry x
2 unconnected molecules or ions with the total composition C2H3BrO. Source: OMol25; level of theory: the ωB97M-V functional and the def2-TZVPD basis.

The geometry in XYZ format:
```
7
C2H3BrO | OMol25 | the ωB97M-V functional and the def2-TZVPD basis
Br -2.234 -0.002 0.118
O 2.255 1.084 -0.215
C 1.174 1.151 0.241
C -0.773 -1.094 -0.228
H 0.657 1.962 0.762
H -0.454 -1.725 0.576
H -0.626 -1.375 -1.253
```

The calculation puts the frontier orbital gap (alpha / beta) at 8.19 / 8.78 eV. Its spin multiplicity is 1. The HOMO energy (alpha / beta) is -8.19 / -8.46 eV.



entry w comes first in stability; the runner-up is 0.1334 hartree higher.



Entry w
C2H3BrO in the gas phase. Source: OMol25; level of theory: the ωB97M-V functional and the def2-TZVPD basis.

The geometry in XYZ format:
```
7
C2H3BrO | OMol25 | the ωB97M-V functional and the def2-TZVPD basis
Br 2.872 -1.063 -0.678
O 0.739 -2.562 0.012
C 0.158 -0.163 0.059
C 0.997 -1.369 0.017
H 0.596 0.484 -0.690
H -0.815 -0.557 -0.237
H -0.039 0.321 1.095
```

The calculation puts the frontier orbital gap at 10.55 eV. Its spin multiplicity is 1. Its SMILES is CC(=O)Br. The HOMO energy is -10.21 eV.



Entry x
C2H3BrO in the gas phase. Source: OMol25; level of theory: the ωB97M-V functional and the def2-TZVPD basis.

The geometry in XYZ format:
```
7
C2H3BrO | OMol25 | the ωB97M-V functional and the def2-TZVPD basis
Br -2.088 -0.387 0.375
O 1.727 0.483 0.445
C -0.278 -0.447 -0.293
C 0.551 0.695 0.246
H 0.109 -1.479 0.343
H 0.145 1.693 0.302
H -0.165 -0.560 -1.418
```

The calculation puts the frontier orbital gap at 10.85 eV. Its spin multiplicity is 1. Its SMILES is O=CCBr. The HOMO energy is -10.32 eV.



entry w comes first in stability; the runner-up is 0.0277 hartree higher.



Entry w
A molecular structure, C2H6N2S. Source: OMol25; level of theory: the ωB97M-V functional and the def2-TZVPD basis.

The geometry in XYZ format:
```
11
C2H6N2S | OMol25 | the ωB97M-V functional and the def2-TZVPD basis
S 0.954 -1.125 -0.009
N -1.036 0.612 -0.222
N 0.943 1.626 0.219
C 0.242 0.322 -0.061
C -1.823 -0.453 0.093
H -1.397 -1.597 -0.116
H 0.531 2.415 -0.307
H -2.113 -0.329 1.473
H -2.768 -0.227 -0.740
H 1.967 1.344 -0.365
H -1.352 1.506 0.024
```

The calculation puts the frontier orbital gap at 9.21 eV. Its spin multiplicity is 1. The HOMO energy is -8.66 eV.



Entry x
C2H6N2S in the gas phase. Source: OMol25; level of theory: the ωB97M-V functional and the def2-TZVPD basis.

The geometry in XYZ format:
```
11
C2H6N2S | OMol25 | the ωB97M-V functional and the def2-TZVPD basis
S -1.229 -1.435 0.291
N -0.196 -0.126 0.234
N 0.691 -0.972 -1.832
C -0.188 1.198 1.002
C 0.442 0.063 -0.978
H 0.454 1.069 1.950
H 1.184 0.932 -0.857
H -0.398 -2.705 0.414
H 0.031 -1.639 -1.381
H -1.301 1.876 1.007
H 0.510 1.738 0.150
```

The calculation puts the frontier orbital gap at 9.44 eV. Its spin multiplicity is 1. Its SMILES is [H]/N=C\N(C)S. The HOMO energy is -9.04 eV.



entry w comes first in stability; the runner-up is 0.0282 hartree higher.



Entry w
C2H6N2S in the gas phase. Source: OMol25; level of theory: the ωB97M-V functional and the def2-TZVPD basis.

The geometry in XYZ format:
```
11
C2H6N2S | OMol25 | the ωB97M-V functional and the def2-TZVPD basis
S 0.644 -1.051 -0.201
N -0.662 1.175 -0.194
N -1.929 -0.810 -0.072
C 2.088 0.115 0.038
C -0.789 -0.086 -0.083
H 1.920 0.772 0.837
H 2.956 -0.510 0.124
H 1.994 0.815 -0.859
H -1.878 -1.749 0.302
H -2.781 -0.413 0.212
H -1.563 1.743 -0.102
```

The calculation puts the frontier orbital gap at 9.61 eV. Its spin multiplicity is 1. Its SMILES is [H]/N=C(\N)SC. The HOMO energy is -8.76 eV.



Entry x
C2H6N2S in the gas phase. Source: OMol25; level of theory: the ωB97M-V functional and the def2-TZVPD basis.

The geometry in XYZ format:
```
11
C2H6N2S | OMol25 | the ωB97M-V functional and the def2-TZVPD basis
S -0.753 -2.421 -0.383
N -0.870 0.113 0.601
N 0.007 1.121 1.102
C -0.300 -0.860 -0.225
C 0.814 -0.354 -1.090
H -0.491 1.447 1.964
H 1.693 -0.664 -0.563
H -1.538 -0.169 1.318
H 0.713 0.719 -1.212
H -0.062 1.948 0.504
H 0.787 -0.880 -2.017
```

The calculation puts the frontier orbital gap at 8.94 eV. Its spin multiplicity is 1. Its SMILES is CC(=S)NN. The HOMO energy is -8.29 eV.



entry w comes first in stability; the runner-up is 0.0325 hartree higher.